1.
C15H37N2O8 | wB97M-V/def2-TZVPD

CARTESIAN COORDINATES (ANGSTROEM)
O: -0.679 0.318 0.749
H: -0.748 -0.513 0.275
H: -1.534 0.749 0.676
H: -0.340 0.303 1.647
C: 0.341 -7.126 -4.089
O: 0.130 -5.782 -3.573
C: 1.067 -5.677 -2.523
C: 0.969 -4.240 -2.036
N: -0.285 -3.752 -1.508
C: -1.442 -3.528 -2.411
C: -1.145 -2.561 -3.537
O: -0.780 -1.254 -3.182
C: -0.946 -0.306 -4.205
H: -0.377 -7.382 -4.868
H: 0.409 -7.899 -3.325
H: 1.350 -7.182 -4.498
H: 2.105 -5.786 -2.839
H: 0.915 -6.412 -1.733
H: 1.475 -3.657 -2.805
H: 1.614 -4.112 -1.167
H: -0.616 -4.510 -0.927
H: -2.275 -3.064 -1.882
H: -1.721 -4.481 -2.861
H: -2.181 -2.426 -3.848
H: -0.479 -3.008 -4.275
H: -0.355 -0.492 -5.102
H: -0.635 0.707 -3.950
H: -1.985 -0.415 -4.513
C: -0.758 1.717 5.556
O: -0.875 2.415 4.332
C: -0.502 3.796 4.377
C: -0.242 4.487 3.044
N: -1.085 4.134 1.897
C: -2.439 4.694 1.883
C: -3.330 3.608 2.369
O: -3.406 2.425 1.584
C: -4.602 1.794 1.724
H: -1.384 2.194 6.310
H: 0.292 1.780 5.843
H: -1.055 0.702 5.294
H: 0.391 3.867 4.997
H: -1.356 4.169 4.942
H: 0.816 4.287 2.878
H: -0.162 5.574 3.061
H: -0.514 4.602 1.208
H: -2.669 4.824 0.825
H: -2.543 5.587 2.498
H: -4.333 4.035 2.362
H: -3.239 3.297 3.410
H: -5.464 2.427 1.515
H: -4.773 1.153 2.589
H: -4.585 1.021 0.957
C: 6.567 1.419 -0.521
C: 5.317 1.890 -1.120
O: 4.268 1.335 -0.271
C: 4.851 0.999 0.913
O: 4.180 0.676 1.876
O: 6.167 1.118 0.815
H: 7.242 2.261 -0.673
H: 7.009 0.581 -1.059
H: 5.085 1.654 -2.158
H: 5.281 2.966 -0.945

Properties
Electronic energy ... -1304.6990 hartree
ΔE to the lowest compared entry with this formula, charge and spin ... 4.4397 eV
Molecular weight ... 373.467 g mol⁻¹
Orbital gap ... 7.616 eV
Charge ... +1
HOMO level ... -11.133 eV

=====

2.
C15H37N7O16 | wB97M-V/def2-TZVPD

CARTESIAN COORDINATES (ANGSTROEM)
C: 18.891 11.516 12.023
C: 20.190 12.123 11.537
C: 19.893 12.300 10.035
O: 18.507 12.651 10.019
C: 17.810 12.183 11.187
H: 18.919 11.623 13.108
H: 19.020 10.444 11.879
H: 21.109 11.579 11.756
H: 20.333 13.133 11.920
H: 20.130 11.409 9.453
H: 20.420 13.184 9.674
H: 16.954 11.599 10.851
H: 17.522 13.040 11.795
C: 13.983 11.944 12.687
C: 13.764 13.428 12.609
C: 12.328 13.550 12.292
O: 11.920 12.238 11.874
C: 12.963 11.397 11.728
H: 13.688 11.618 13.684
H: 14.986 11.548 12.533
H: 14.237 13.962 11.785
H: 14.018 13.857 13.579
H: 11.946 14.318 11.620
H: 11.784 13.748 13.216
H: 13.320 11.456 10.700
H: 12.741 10.409 12.131
C: 9.304 11.781 13.883
N: 9.488 12.277 15.283
O: 8.700 12.030 16.164
O: 10.506 12.996 15.409
H: 9.308 12.631 13.200
H: 8.392 11.185 13.917
H: 10.211 11.226 13.647
C: 8.524 14.439 10.881
N: 7.785 14.995 12.063
O: 8.134 14.610 13.178
O: 7.036 15.932 11.972
H: 9.566 14.301 11.170
H: 8.540 15.112 10.024
H: 8.091 13.497 10.543
C: 14.969 11.102 6.100
N: 14.869 11.423 7.508
O: 15.797 12.030 8.079
O: 13.858 11.045 8.072
H: 14.001 10.799 5.699
H: 15.664 10.279 5.933
H: 15.342 11.996 5.599
C: 11.219 7.973 11.431
N: 12.482 7.519 10.805
O: 13.088 8.358 10.109
O: 12.806 6.336 10.958
H: 11.005 7.492 12.385
H: 10.356 7.732 10.810
H: 11.402 9.029 11.628
C: 10.310 18.297 13.041
N: 11.200 17.639 12.062
O: 12.363 17.942 11.980
O: 10.603 16.804 11.329
H: 9.467 18.764 12.532
H: 10.953 19.009 13.558
H: 9.994 17.568 13.787
C: 11.654 13.704 8.493
N: 10.480 14.378 7.920
O: 9.374 13.841 7.986
O: 10.663 15.489 7.439
H: 11.934 14.196 9.424
H: 12.479 13.635 7.783
H: 11.356 12.673 8.685
C: 12.392 18.234 15.802
N: 12.618 16.736 15.741
O: 12.389 16.190 14.681
O: 12.700 16.121 16.746
H: 11.333 18.419 15.625
H: 13.108 18.676 15.109
H: 12.634 18.604 16.798

Properties
Electronic energy ... -2180.0940 hartree
Molecular weight ... 571.494 g mol⁻¹
Orbital gap ... 9.295 eV
HOMO level ... -9.409 eV
SMILES ... C[N+](=O)[O-].C[N+](=O)[O-].C[N+](=O)[O-].C[N+](=O)[O-].C[N+](=O)[O-].C[N+](=O)[O-].C[N+](=O)[O-].C1CCOC1.C1CCOC1

=====

3.
C15H38BBrIN2O7P | wB97M-V/def2-TZVPD

CARTESIAN COORDINATES (ANGSTROEM)
O: -3.739 -0.700 2.145
P: -4.216 0.467 1.370
O: -4.221 1.817 2.222
O: -5.717 0.285 0.864
B: -3.089 0.782 -0.160
Br: -1.219 0.710 0.242
C: -3.547 1.032 -1.619
C: -3.980 -0.265 -2.345
C: -2.822 -1.241 -2.517
I: -3.019 -2.453 -4.261
H: -3.785 1.613 3.057
H: -6.022 -0.550 1.238
H: -2.705 1.459 -2.167
H: -4.356 1.762 -1.680
H: -4.370 0.022 -3.320
H: -4.803 -0.740 -1.813
H: -1.864 -0.741 -2.606
H: -2.767 -1.938 -1.686
C: -1.561 -2.968 3.454
O: -0.248 -3.157 2.954
C: 0.349 -1.992 2.404
C: 1.456 -1.457 3.288
N: 0.931 -0.892 4.523
C: 1.933 -0.570 5.534
C: 2.812 -1.689 6.083
O: 2.133 -2.631 6.890
C: 1.458 -3.661 6.192
H: -1.976 -3.956 3.646
H: -1.569 -2.404 4.394
H: -2.196 -2.448 2.733
H: -0.403 -1.224 2.209
H: 0.788 -2.282 1.444
H: 1.994 -0.673 2.743
H: 2.160 -2.282 3.464
H: 0.259 -1.535 4.920
H: 1.406 -0.125 6.381
H: 2.589 0.206 5.126
H: 3.550 -1.223 6.740
H: 3.375 -2.203 5.294
H: 1.993 -3.953 5.285
H: 0.435 -3.377 5.931
H: 1.404 -4.523 6.857
C: 1.472 4.434 -2.385
O: 1.545 4.264 -3.786
C: 2.844 3.976 -4.289
C: 2.950 2.546 -4.773
N: 2.895 1.603 -3.666
C: 2.751 0.200 -4.044
C: 1.524 -0.224 -4.844
O: 0.304 -0.153 -4.128
C: -0.289 1.130 -4.097
H: 0.490 4.846 -2.160
H: 1.582 3.488 -1.842
H: 2.234 5.133 -2.029
H: 3.607 4.190 -3.535
H: 3.014 4.642 -5.139
H: 3.904 2.422 -5.296
H: 2.147 2.389 -5.506
H: 2.128 1.855 -3.057
H: 2.755 -0.382 -3.120
H: 3.642 -0.095 -4.608
H: 1.655 -1.279 -5.095
H: 1.432 0.314 -5.795
H: -0.101 1.686 -5.019
H: 0.048 1.722 -3.241
H: -1.365 0.990 -4.000

Properties
Electronic energy ... -4468.4561 hartree
Molecular weight ... 607.070 g mol⁻¹
Orbital gap ... 7.831 eV
HOMO level ... -8.520 eV
SMILES ... O=P(O)(O)B(Br)CCCI.COCCNCCOC.COCCNCCOC

=====

4.
C15H38FO15P3S | wB97M-V/def2-TZVPD

CARTESIAN COORDINATES (ANGSTROEM)
O: 1.018 2.558 -0.535
S: 0.013 1.609 -0.162
O: -1.220 1.769 -0.876
C: 0.612 -0.030 -0.516
C: -0.022 -1.170 0.328
C: -0.815 -0.655 1.528
C: -0.134 0.537 2.196
C: 1.303 0.212 2.601
C: 2.061 1.316 3.324
F: 1.965 2.539 2.693
O: -0.257 1.728 1.394
H: 1.696 -0.003 -0.418
H: 0.413 -0.204 -1.570
H: -0.623 -1.785 -0.336
H: 0.806 -1.766 0.716
H: -1.806 -0.361 1.177
H: -0.936 -1.441 2.272
H: -0.698 0.725 3.110
H: 1.914 -0.156 1.778
H: 1.232 -0.617 3.312
H: 3.122 1.049 3.332
H: 1.774 1.406 4.375
C: 0.460 8.409 2.775
O: 1.253 8.129 3.939
P: 0.709 7.330 5.199
O: 1.843 6.807 5.956
O: -0.134 6.195 4.416
C: 0.549 5.032 3.937
O: -0.476 7.740 6.179
C: -1.367 8.810 5.817
H: 0.576 9.461 2.522
H: 0.846 7.808 1.955
H: -0.593 8.181 2.923
H: 1.624 5.100 4.091
H: 0.349 4.914 2.872
H: 0.164 4.159 4.461
H: -1.868 8.596 4.871
H: -0.829 9.756 5.748
H: -2.112 8.889 6.602
C: -5.254 -6.338 -1.445
O: -4.941 -5.142 -0.721
P: -3.436 -4.599 -0.446
O: -3.613 -3.157 -0.218
O: -3.016 -4.983 -1.988
C: -3.455 -4.145 -3.057
O: -1.872 -4.849 -0.041
C: -1.441 -6.109 0.504
H: -5.982 -6.912 -0.874
H: -5.708 -6.042 -2.389
H: -4.378 -6.949 -1.644
H: -4.123 -3.359 -2.704
H: -3.976 -4.754 -3.799
H: -2.577 -3.697 -3.521
H: -1.655 -6.927 -0.188
H: -1.918 -6.303 1.466
H: -0.367 -6.045 0.656
C: 3.715 -3.804 -5.886
O: 2.500 -3.934 -5.131
P: 1.844 -2.741 -4.318
O: 0.431 -3.031 -4.086
O: 2.069 -1.552 -5.392
C: 1.114 -1.377 -6.441
O: 2.460 -1.942 -3.087
C: 3.857 -2.116 -2.774
H: 4.368 -4.637 -5.637
H: 3.460 -3.864 -6.942
H: 4.227 -2.864 -5.693
H: 0.360 -2.163 -6.435
H: 1.637 -1.385 -7.399
H: 0.631 -0.411 -6.312
H: 4.483 -1.839 -3.623
H: 4.061 -3.146 -2.481
H: 4.085 -1.463 -1.937

Properties
Electronic energy ... -3245.1510 hartree
Molecular weight ... 602.441 g mol⁻¹
Orbital gap ... 9.530 eV
HOMO level ... -9.983 eV
SMILES ... O=S1(=O)CCC[C@@H](CCF)O1.COP(=O)(OC)OC.COP(=O)(OC)OC.COP(=O)(OC)OC

=====

5.
C15H39Cl9O16P4 | wB97M-V/def2-TZVPD

CARTESIAN COORDINATES (ANGSTROEM)
C: -1.150 5.881 0.010
O: -1.072 4.501 0.373
P: -1.366 3.940 1.853
O: -1.495 2.475 1.908
O: -0.190 4.575 2.671
C: 0.777 3.738 3.341
O: -2.627 4.761 2.384
C: -3.954 4.276 2.252
H: -1.764 6.048 -0.875
H: -0.169 6.168 -0.385
H: -1.386 6.455 0.900
H: 0.631 3.828 4.415
H: 1.765 4.109 3.084
H: 0.683 2.697 3.044
H: -4.109 3.196 2.233
H: -4.392 4.644 1.319
H: -4.537 4.676 3.080
C: 4.531 -4.240 -4.208
O: 3.614 -5.136 -3.604
P: 2.129 -4.673 -3.218
O: 1.408 -3.979 -4.300
O: 2.378 -3.850 -1.883
C: 1.593 -2.677 -1.661
O: 1.393 -5.997 -2.709
C: 2.176 -6.921 -1.961
H: 5.575 -4.441 -3.980
H: 4.289 -3.220 -3.902
H: 4.445 -4.283 -5.296
H: 1.926 -1.915 -2.360
H: 1.788 -2.296 -0.655
H: 0.508 -2.789 -1.656
H: 2.959 -6.459 -1.353
H: 2.622 -7.722 -2.548
H: 1.524 -7.370 -1.207
C: 7.072 0.736 3.965
O: 5.976 0.921 3.089
P: 4.827 -0.165 2.829
O: 3.488 0.425 2.713
O: 5.061 -1.204 3.983
C: 4.149 -2.318 4.067
O: 5.323 -0.930 1.484
C: 4.774 -0.468 0.246
H: 8.017 0.752 3.420
H: 7.064 -0.246 4.439
H: 7.123 1.461 4.776
H: 4.198 -2.779 5.046
H: 4.409 -3.039 3.294
H: 3.142 -1.958 3.861
H: 5.624 -0.183 -0.379
H: 4.074 0.357 0.337
H: 4.321 -1.314 -0.276
C: -8.671 0.848 -1.617
O: -7.351 0.845 -1.153
P: -6.860 1.327 0.298
O: -7.182 2.719 0.633
O: -7.362 0.254 1.364
C: -6.926 -1.119 1.125
O: -5.315 0.975 0.285
C: -4.365 1.689 -0.508
H: -8.718 0.744 -2.701
H: -9.171 1.769 -1.296
H: -9.276 0.011 -1.241
H: -6.079 -1.207 1.800
H: -6.766 -1.295 0.065
H: -7.714 -1.789 1.465
H: -3.725 0.942 -0.974
H: -3.833 2.360 0.166
H: -4.839 2.260 -1.311
C: -2.206 -2.215 -0.350
Cl: -1.955 -2.040 1.410
Cl: -3.893 -1.896 -0.731
Cl: -1.736 -3.837 -0.932
H: -1.604 -1.439 -0.804
C: 2.695 0.694 -4.169
Cl: 2.700 -0.969 -4.862
Cl: 2.736 1.874 -5.486
Cl: 4.092 0.829 -3.127
H: 1.745 0.806 -3.668
C: 0.493 1.828 -1.053
Cl: 0.983 3.057 -2.218
Cl: 1.727 0.666 -0.706
Cl: -0.959 0.936 -1.566
H: 0.189 2.324 -0.139

Properties
Electronic energy ... -7306.2565 hartree
ΔE to the lowest compared entry with this formula, charge and spin ... 1.1945 eV
Molecular weight ... 918.434 g mol⁻¹
Orbital gap ... 10.974 eV
HOMO level ... -10.528 eV
SMILES ... COP(=O)(OC)OC.COP(=O)(OC)OC.COP(=O)(OC)OC.COP(=O)(OC)OC.ClC(Cl)Cl.ClC(Cl)Cl.ClC(Cl)Cl

=====

6.
C15H39FN3O6PS | wB97M-V/def2-TZVPD

CARTESIAN COORDINATES (ANGSTROEM)
O: -1.834 0.854 -1.359
C: -0.646 0.762 -1.684
O: 0.438 1.369 -1.060
C: 0.045 2.102 0.125
C: 0.031 1.125 1.395
F: 1.278 0.393 1.454
O: -0.347 -0.021 -2.848
P: 0.162 -1.565 -2.248
S: 2.122 -1.661 -2.196
H: 0.883 2.862 0.319
H: -0.905 2.710 0.010
H: -0.142 1.775 2.311
H: -0.794 0.348 1.340
H: -0.324 -1.646 -0.894
H: -0.426 -2.633 -3.004
C: 1.093 -7.018 1.439
C: 1.143 -5.503 1.623
C: 0.171 -4.737 0.704
O: 0.599 -4.633 -0.650
C: 0.341 -5.783 -1.438
N: 2.527 -5.046 1.444
H: 1.615 -7.347 0.539
H: 1.575 -7.516 2.283
H: 0.060 -7.374 1.386
H: 0.847 -5.295 2.656
H: 0.105 -3.707 1.070
H: -0.844 -5.150 0.758
H: -0.591 -6.279 -1.152
H: 1.180 -6.479 -1.372
H: 0.260 -5.467 -2.481
H: 2.576 -4.055 1.670
H: 2.730 -5.075 0.445
C: -4.496 3.983 -5.433
C: -3.905 3.075 -4.357
C: -4.252 1.584 -4.549
O: -5.581 1.237 -4.175
C: -6.563 1.529 -5.155
N: -4.325 3.561 -3.037
H: -5.562 4.168 -5.284
H: -4.003 4.958 -5.417
H: -4.358 3.555 -6.430
H: -2.816 3.167 -4.424
H: -3.601 1.001 -3.889
H: -4.037 1.248 -5.571
H: -6.184 1.393 -6.171
H: -6.939 2.546 -5.020
H: -7.403 0.848 -5.005
H: -3.845 3.018 -2.322
H: -5.305 3.303 -2.918
C: 5.476 1.948 4.702
C: 4.487 2.616 5.654
C: 3.013 2.429 5.242
O: 2.595 3.252 4.158
C: 2.951 2.760 2.876
N: 4.836 4.036 5.785
H: 5.617 2.515 3.780
H: 6.458 1.867 5.174
H: 5.149 0.938 4.438
H: 4.614 2.142 6.633
H: 2.388 2.725 6.091
H: 2.782 1.376 5.040
H: 2.924 1.669 2.830
H: 3.938 3.133 2.594
H: 2.237 3.154 2.150
H: 4.241 4.454 6.498
H: 4.542 4.501 4.925

Properties
Electronic energy ... -2049.9406 hartree
Molecular weight ... 439.531 g mol⁻¹
Orbital gap ... 9.398 eV
HOMO level ... -8.976 eV
SMILES ... O=C(OCCF)O[PH2]=S.COC[C@@H](C)N.COC[C@@H](C)N.COC[C@@H](C)N